A molecular structure, C23H42F6FeNO24S2 at a distorted geometry. Source: the Open Molecules 2025 dataset; level of theory: wB97M-V/def2-TZVPD.

The spin multiplicity is 5. The calculation puts the lowest unoccupied orbital energy (spin up / spin down) at -7.9 / -9.3 eV. Its total charge is +1. The calculation puts the highest occupied orbital energy (spin up / spin down) at -11.84 / -11.84 eV. Its expectation value of S² is 6.018.

XYZ file:
```
99
C23H42F6FeNO24S2, DFT wB97M-V/def2-TZVPD
Fe 3.88119 -0.73558 -4.27594
C -0.34913 1.39452 -2.57235
F 0.50107 1.94898 -1.71536
F -1.57848 1.74537 -2.19363
F -0.02128 1.77089 -3.80128
S -0.08236 -0.53128 -2.43599
O -0.89850 -0.87511 -1.26542
O -0.52082 -1.18493 -3.69550
N 1.67837 -0.62132 -2.23107
S 1.98758 -0.64559 -0.66472
O 3.42328 -0.28995 -0.52350
O 1.17831 0.09908 0.36259
C 1.99024 -2.46417 -0.10806
F 2.61760 -2.62555 1.02710
F 0.70139 -2.82243 0.11814
F 2.52769 -3.18539 -1.09819
O 4.72781 2.02207 -3.57316
H 4.88110 2.63676 -4.29073
H 4.66972 2.57361 -2.79299
O 1.95998 0.34619 -6.29154
H 1.39852 1.12110 -6.26882
H 1.99811 0.10451 -7.21694
O -3.16789 -4.84346 -5.04688
H -2.92278 -5.59133 -4.50206
H -2.45560 -4.21540 -4.92684
O 6.12659 -2.08029 -3.01750
H 6.25984 -3.00265 -3.23597
H 6.70980 -1.92286 -2.27500
C 0.54064 5.46240 3.13887
C -0.22396 4.67248 4.22493
C 0.23305 3.24883 4.49177
O 0.06124 3.02869 5.87604
C -0.14325 4.18149 6.44734
O -0.25617 4.34559 7.65445
O -0.29249 5.14985 5.49595
H 1.40151 6.03914 3.47703
H -0.26376 6.13626 2.84402
H 0.70360 4.82977 2.26632
H -1.22822 4.46091 3.85777
H 1.23450 2.95120 4.18092
H -0.40073 2.64763 3.83986
C 7.46183 -6.97920 6.42717
C 7.78029 -6.06285 5.17618
C 6.74782 -4.93856 4.91960
O 7.45822 -3.75529 5.19300
C 8.79957 -4.08700 5.30231
O 9.69151 -3.34182 5.51626
O 8.97494 -5.31354 5.47846
H 7.27491 -6.38025 7.31847
H 8.38140 -7.54792 6.56519
H 6.66928 -7.68021 6.16535
H 7.94652 -6.55366 4.21724
H 6.02212 -5.01759 5.72906
H 6.29988 -5.13768 3.94605
C -4.29730 7.01300 -3.35857
C -3.10858 7.62681 -2.60101
C -3.18148 9.13885 -2.50105
O -3.77180 9.39586 -1.28365
C -3.65791 8.36121 -0.45326
O -3.54979 8.51169 0.75420
O -3.21193 7.36710 -1.22987
H -4.40485 5.92980 -3.41525
H -4.30552 7.24311 -4.42397
H -5.21882 7.38414 -2.91005
H -2.12269 7.37952 -2.99469
H -3.76435 9.62176 -3.28538
H -2.17225 9.51246 -2.67414
C -2.16161 -2.39322 4.14663
C -3.47805 -1.68525 4.36930
C -3.30791 -0.39563 5.01926
O -3.52345 0.60227 4.00905
C -4.11935 0.10095 3.02415
O -4.50313 0.69885 2.03070
O -4.06960 -1.25274 3.15561
H -1.48298 -1.92464 3.43390
H -2.37308 -3.39975 3.78568
H -1.56549 -2.40135 5.05913
H -4.17662 -2.40810 4.79070
H -2.30388 -0.32283 5.43726
H -4.08521 -0.41909 5.78304
C -6.27044 -1.96121 -3.35158
C -5.50183 -0.67330 -3.88822
C -5.26471 -0.54172 -5.34766
O -5.94421 0.67748 -5.63996
C -6.55611 1.19253 -4.53164
O -7.32670 2.15598 -4.48271
O -6.34286 0.38616 -3.53666
H -6.34329 -1.78099 -2.27905
H -5.79649 -2.93294 -3.49020
H -7.27114 -2.21933 -3.69811
H -4.55820 -0.49026 -3.37425
H -5.65321 -1.33668 -5.98421
H -4.19418 -0.43070 -5.52009
C 2.61995 -7.66622 -3.13789
O 2.66598 -6.37387 -3.79384
H 1.77920 -7.49718 -2.46509
H 2.62154 -8.41888 -3.92631
H 3.61946 -7.87181 -2.75472
H 3.53953 -5.98620 -3.70318
```

=====

A molecular structure, C23H42FeN5O at a distorted geometry. Source: the Open Molecules 2025 dataset; level of theory: wB97M-V/def2-TZVPD.

The spin multiplicity is 6. The calculation puts the lowest unoccupied orbital energy (spin up / spin down) at -6.1 / -8.6 eV. Its total charge is +2. The calculation puts the highest occupied orbital energy (spin up / spin down) at -14.63 / -14.63 eV. Its expectation value of S² is 8.769.

XYZ file:
```
72
C23H42FeN5O, DFT wB97M-V/def2-TZVPD
Fe 0.39973 0.74947 -1.41277
C -1.60326 -1.49195 1.45802
C -0.80128 -0.20588 1.34507
C 0.47476 -0.28843 2.17761
O -0.44595 0.08262 0.01514
H -1.01025 -2.31069 1.04521
H -2.55002 -1.46113 0.91685
H -1.86218 -1.71425 2.49082
H -1.43296 0.64435 1.63745
H 1.14869 -0.99526 1.68812
H 0.32195 -0.69895 3.17372
H 0.93399 0.69617 2.26992
C -1.40184 4.73500 0.82650
C -2.63794 3.86482 0.54873
C -2.89918 3.61699 -0.93901
C -1.95177 2.70129 -1.51960
N -1.18589 1.99204 -2.00519
H -1.24402 4.78358 1.90278
H -1.54207 5.73243 0.42177
H -0.51480 4.21758 0.44792
H -3.48217 4.34788 1.03847
H -2.51335 2.91440 1.07547
H -2.89184 4.55323 -1.50206
H -3.91204 3.21536 -1.02703
C 3.76124 -3.71786 -0.58196
C 4.30175 -2.64082 0.35080
C 4.46451 -1.24831 -0.28175
C 3.21885 -0.64488 -0.67809
N 2.22787 -0.16674 -0.98737
H 4.09367 -4.69699 -0.24080
H 4.18739 -3.62946 -1.58762
H 2.67692 -3.72194 -0.68287
H 5.22976 -2.92525 0.84273
H 3.61360 -2.56176 1.20224
H 5.12954 -1.37824 -1.14163
H 5.00992 -0.56850 0.37704
C 0.58220 -2.05093 -6.27649
C -0.73261 -2.44612 -5.62176
C -0.61536 -2.89533 -4.15609
C -0.26820 -1.80623 -3.26790
N -0.03242 -0.91351 -2.59738
H 0.95833 -1.11185 -5.86659
H 0.39821 -1.84464 -7.33390
H 1.34641 -2.82826 -6.30831
H -1.21695 -3.24823 -6.17490
H -1.36126 -1.55832 -5.71379
H 0.14395 -3.67467 -4.05159
H -1.57007 -3.32359 -3.84498
C -5.91918 -1.35704 0.16285
C -6.05110 -0.00657 -0.53211
C -5.40457 0.10380 -1.92542
C -4.14089 -0.60226 -2.05902
N -3.16848 -1.20129 -2.20063
H -6.61337 -2.10268 -0.22526
H -6.14965 -1.29157 1.22574
H -4.90337 -1.74447 0.05625
H -5.76663 0.82506 0.11987
H -7.12024 0.19689 -0.64731
H -5.25052 1.16141 -2.15662
H -6.12417 -0.21349 -2.68068
C 4.43487 1.16996 3.47593
C 3.87736 1.76056 4.75897
C 4.97320 2.25260 5.69967
C 4.48292 2.82255 6.94689
N 4.06468 3.21442 7.93952
H 5.25019 1.77059 3.05498
H 3.68356 0.97510 2.71396
H 4.98596 0.25751 3.72993
H 3.41923 0.93440 5.30837
H 3.18632 2.57949 4.56931
H 5.64644 2.95600 5.19813
H 5.66387 1.46080 6.01575
```

=====

| no. | electronic energy (eV) |
| --- | --- |
| 1 | -147507.0852 |
| 2 | -68401.3015 |